No. 1
C9H18N4S | ωB97M-V with the def2-TZVPD basis set

Properties
HOMO level (eV): -8.42
Relative energy (zero: lowest compared OMol25 entry of this formula, charge and spin) (kJ/mol): 196.8
Kohn-Sham gap (eV): 8.83
LUMO level (eV): 0.41
SMILES string: CCCCSc1nnc(CCC)n1N

```
! RIJCOSX wB97M-V def2-TZVPD def2/J DEFGRID3
* xyz 0 1
C 0.267 -3.544 0.759
C -0.458 -2.936 1.983
C 0.449 -2.756 3.074
C 1.347 -1.474 2.780
C 0.475 -0.052 0.580
C -0.262 0.630 -1.317
C -0.796 1.645 -2.242
C -0.045 3.035 -2.351
C -0.618 3.750 -3.599
H 0.588 -4.518 1.179
H -0.413 -3.795 -0.035
H 1.417 -3.002 0.470
H -1.433 -3.584 2.057
H -0.821 -1.918 1.519
H -0.090 -2.661 4.027
H 1.072 -3.661 3.390
H 1.981 -1.611 1.801
H 2.223 -1.423 3.565
H -0.866 1.114 -3.145
H -1.844 2.040 -2.139
H 1.061 2.764 -2.599
H -0.032 3.524 -1.341
H -0.008 4.494 -3.972
H -0.775 2.731 -4.241
H -1.531 4.112 -3.231
H -1.519 1.816 1.224
H -0.364 2.994 0.838
N 1.134 -0.697 -0.397
N 0.674 -0.202 -1.495
N -0.408 0.960 -0.044
N -0.965 2.154 0.482
S 0.560 0.067 2.422
*
```

***

No. 2
C5H14NO | ωB97M-V with the def2-TZVPD basis set

Properties
HOMO level (eV): -12.96
Relative energy (zero: lowest compared OMol25 entry of this formula, charge and spin) (kJ/mol): 119.0
Kohn-Sham gap (eV): 9.72
LUMO level (eV): -3.23

```
! RIJCOSX wB97M-V def2-TZVPD def2/J DEFGRID3
* xyz 1 1
C -1.013 1.063 0.568
C 0.495 1.081 0.487
C 1.032 -0.338 0.338
C 1.046 -1.225 1.338
C 1.041 -2.725 1.185
N -1.579 0.208 -0.547
H -1.447 2.060 0.461
H -1.376 0.637 1.496
H 0.934 1.449 1.415
H 0.856 1.689 -0.338
H 1.353 -0.636 -0.655
H 1.090 -0.819 2.353
H 0.008 -3.041 1.068
H 1.561 -3.163 2.018
H 1.477 -2.943 0.211
H -1.179 -0.721 -0.406
H -1.306 0.571 -1.469
H -2.590 0.186 -0.479
H 0.509 1.937 -3.406
H -0.742 2.738 -2.923
O -0.171 1.992 -2.716
*
```

***

No. 3
C18H29OPd | ωB97M-V with the def2-TZVPD basis set

Properties
HOMO level (alpha / beta) (eV): -9.54 / -12.16
Kohn-Sham gap (alpha / beta) (eV): 7.45 / 6.41
LUMO level (alpha / beta) (eV): -2.09 / -5.75

```
! RIJCOSX wB97M-V def2-TZVPD def2/J DEFGRID3
* xyz 1 5
C -2.977 3.168 -0.489
C -3.569 2.463 -1.636
C -3.668 3.149 0.805
C -1.898 4.136 -0.726
H -4.465 3.914 0.852
H -2.985 3.362 1.640
H -4.155 2.181 0.993
H -4.354 3.071 -2.122
H -4.040 1.515 -1.339
H -2.815 2.248 -2.407
H -2.298 5.133 -0.989
H -1.257 3.825 -1.563
H -1.265 4.277 0.161
C -0.740 -2.314 1.005
C -1.389 -1.312 1.788
C -2.229 -0.536 0.922
H -1.282 -1.179 2.856
C -2.134 -1.092 -0.397
C -1.213 -2.188 -0.344
H -0.956 -2.860 -1.160
H -0.051 -3.070 1.379
H -2.838 0.310 1.215
H -2.715 -0.765 -1.261
C 1.781 1.071 0.637
C 1.625 0.298 1.844
C 0.429 0.725 2.483
H 2.311 -0.472 2.194
C -0.163 1.763 1.702
C 0.682 2.007 0.572
H 0.534 2.777 -0.180
H 2.609 0.992 -0.056
H 0.034 0.335 3.416
H -1.090 2.286 1.930
Pd -0.051 -0.146 0.330
C 2.769 -3.125 -2.521
C 1.792 -2.642 -1.473
O 2.274 -1.636 -0.563
C 3.687 -1.653 -0.285
C 4.072 -2.821 0.595
H 3.089 -2.303 -3.168
H 2.255 -3.855 -3.147
H 3.640 -3.625 -2.086
H 0.917 -2.185 -1.955
H 1.424 -3.488 -0.869
H 4.222 -1.697 -1.243
H 3.903 -0.699 0.209
H 3.829 -3.780 0.120
H 5.154 -2.793 0.764
H 3.566 -2.770 1.567
*
```

***

No. 4
C3H11N4 | ωB97M-V with the def2-TZVPD basis set

Properties
HOMO level (eV): -13.42
Relative energy (zero: lowest compared OMol25 entry of this formula, charge and spin) (kJ/mol): 89.1
Kohn-Sham gap (eV): 10.48
LUMO level (eV): -2.95
SMILES string: N[C@H]1[C@H](N)[NH2+][C@@H]1N

```
! RIJCOSX wB97M-V def2-TZVPD def2/J DEFGRID3
* xyz 1 1
C 0.078 0.841 0.259
C -1.076 -0.057 -0.297
C 1.156 -0.124 -0.286
N 0.225 2.180 -0.176
N -2.142 -0.319 0.519
N 2.172 -0.506 0.522
N -0.022 -1.228 -0.532
H 0.070 0.826 1.352
H -1.400 0.252 -1.293
H 1.490 0.149 -1.286
H 0.115 2.304 -1.173
H -0.362 2.834 0.321
H -2.939 -0.806 0.143
H -1.965 -0.507 1.493
H 2.046 -0.555 1.517
H 3.002 -0.932 0.151
H -0.046 -1.927 0.213
H -0.042 -1.704 -1.434
*
```

***

No. 5
C4H10N4O | ωB97M-V with the def2-TZVPD basis set

Properties
HOMO level (alpha / beta) (eV): -6.82 / -6.83
Relative energy (zero: lowest compared OMol25 entry of this formula, charge and spin) (kJ/mol): 787.8
Kohn-Sham gap (alpha / beta) (eV): 7.52 / 7.53
LUMO level (alpha / beta) (eV): 0.70 / 0.70

```
! RIJCOSX wB97M-V def2-TZVPD def2/J DEFGRID3
* xyz 0 1
C 2.191 -1.353 0.340
N 1.619 -0.434 -0.620
C -0.537 0.149 0.507
C -0.308 -0.263 -0.687
N -0.093 0.975 1.432
N -0.604 -0.978 -1.765
C -3.098 1.006 0.339
O 2.161 0.849 -0.287
N -2.379 0.484 -0.547
H 1.952 1.380 -1.069
H 0.010 1.965 1.241
H 0.246 0.578 2.299
H 0.199 -1.269 -2.304
H -1.536 -0.810 -2.127
H 3.275 -1.434 0.188
H 2.031 -1.035 1.381
H 1.743 -2.337 0.194
H -4.129 1.331 0.114
H -2.740 1.198 1.370
*
```

***

No. 6
C14H25N3 | ωB97M-V with the def2-TZVPD basis set

Properties
HOMO level (eV): -8.17
Relative energy (zero: lowest compared OMol25 entry of this formula, charge and spin) (kJ/mol): 364.3
Kohn-Sham gap (eV): 9.04
LUMO level (eV): 0.88
SMILES string: C=C=CCNCCCNCCCNCC=C=C

```
! RIJCOSX wB97M-V def2-TZVPD def2/J DEFGRID3
* xyz 0 1
C 1.563 -5.359 4.187
C 0.805 -4.313 3.976
C 0.014 -3.278 3.827
C -1.460 -3.466 3.375
C -1.703 -1.453 1.991
C -2.141 -0.966 0.604
C -2.118 0.532 0.453
C 0.266 0.836 -0.123
C 0.039 1.100 -1.622
C 1.256 0.820 -2.431
C 2.374 3.030 -2.226
C 2.037 3.454 -3.620
C 0.955 4.088 -3.952
C -0.117 4.721 -4.311
H 1.698 -5.971 5.086
H 2.086 -5.728 3.306
H 0.474 -2.305 3.920
H -1.740 -4.520 3.439
H -2.103 -2.827 3.990
H -1.256 -3.328 1.302
H -0.685 -1.095 2.258
H -2.355 -0.998 2.722
H -3.142 -1.374 0.458
H -1.506 -1.388 -0.182
H -2.860 1.026 1.091
H -2.408 0.799 -0.605
H -0.948 2.163 0.891
H 1.177 1.421 0.162
H 0.564 -0.226 -0.019
H -0.263 2.126 -1.817
H -0.806 0.465 -1.941
H 1.562 -0.214 -2.286
H 1.063 0.972 -3.502
H 3.242 1.256 -2.534
H 1.559 3.431 -1.602
H 3.332 3.371 -1.814
H 2.694 3.288 -4.448
H 0.087 5.792 -4.240
H -1.055 4.260 -4.553
N -1.763 -2.905 2.052
N -0.858 1.165 0.757
N 2.439 1.598 -2.017
*
```

***

No. 7
C6H10O | ωB97M-V with the def2-TZVPD basis set

Properties
HOMO level (alpha / beta) (eV): -6.80 / -8.53
Relative energy (zero: lowest compared OMol25 entry of this formula, charge and spin) (kJ/mol): 4.5
Kohn-Sham gap (alpha / beta) (eV): 7.60 / 8.24
LUMO level (alpha / beta) (eV): 0.80 / -0.29

```
! RIJCOSX wB97M-V def2-TZVPD def2/J DEFGRID3
* xyz 0 3
C 0.344 0.582 0.033
C -1.054 1.179 0.065
C 0.962 -0.641 -0.419
C 1.272 1.759 0.174
C -2.166 0.481 0.682
C 0.115 -1.879 -0.495
O 2.255 -0.822 -0.685
H 2.072 1.334 0.782
H 0.737 2.578 0.742
H 1.755 2.074 -0.778
H -2.694 -0.152 0.034
H -2.975 1.104 1.024
H -1.846 -0.023 1.526
H -0.513 -1.932 0.356
H 0.659 -2.984 -0.579
H -0.654 -1.706 -1.350
H 2.824 -0.076 -0.459
*
```

***

No. 8
C2H4NO3P | ωB97M-V with the def2-TZVPD basis set

Properties
HOMO level (alpha / beta) (eV): -9.46 / -9.46
Relative energy (zero: lowest compared OMol25 entry of this formula, charge and spin) (kJ/mol): 248.7
Kohn-Sham gap (alpha / beta) (eV): 7.91 / 7.91
LUMO level (alpha / beta) (eV): -1.55 / -1.55

```
! RIJCOSX wB97M-V def2-TZVPD def2/J DEFGRID3
* xyz 0 1
C -0.713 -0.299 -1.833
C -1.124 0.129 -0.455
N -0.127 0.200 0.357
O -1.455 -0.156 -2.770
O 2.131 -1.223 0.303
O 0.439 -0.912 -1.786
P 1.527 -0.221 -0.471
H 0.742 0.714 3.271
H -2.058 0.614 -0.369
H -0.180 0.590 1.277
H 0.817 0.563 2.474
*
```

***

Record order is preserved below.
DFT total energy: -26415.2076, -8942.7742, -24651.6796, -9243.3198, -12310.3703, -19389.3251, -8426.0088, -19059.0742 eV